1.
{"formula": "C28H35N5P2PtSe", "method": "wB97M-V/def2-TZVPD", "e_homo_ha": [-0.139, -0.298], "relative_energy_kj_mol": 29.7, "max_force_ev_per_a": 3.26, "spin_multiplicity": 3, "gap_ev": [4.14, 4.70], "species": ["Pt", "C", "C", "C", "C", "C", "C", "C", "C", "C", "H", "H", "H", "H", "H", "H", "H", "H", "H", "H", "H", "H", "H", "H", "H", "P", "P", "N", "N", "N", "N", "C", "C", "C", "C", "C", "C", "C", "C", "C", "C", "C", "C", "C", "C", "C", "C", "C", "C", "H", "H", "H", "H", "H", "H", "H", "H", "H", "H", "H", "H", "H", "H", "H", "H", "H", "H", "H", "H", "Se", "C", "N"], "coordinates": [[2.634, -0.302, 0.704], [-3.749, -1.658, -2.436], [-3.239, -0.449, -2.671], [-3.901, 0.807, -2.200], [-4.503, 0.763, -0.786], [-3.716, 0.015, 0.254], [-3.942, -1.275, 0.517], [-4.996, -2.057, -0.220], [-5.061, -1.899, -1.759], [3.597, -1.022, 2.408], [-3.274, -2.568, -2.808], [-2.363, -0.319, -3.309], [-4.696, 1.098, -2.911], [-3.170, 1.628, -2.250], [-4.645, 1.809, -0.447], [-5.532, 0.368, -0.866], [-3.005, 0.604, 0.841], [-3.430, -1.808, 1.326], [-6.008, -1.825, 0.171], [-4.861, -3.129, -0.010], [-5.491, -2.838, -2.168], [-5.801, -1.126, -2.020], [4.300, -1.808, 2.125], [3.056, -1.297, 3.308], [4.161, -0.087, 2.586], [0.971, 0.623, 1.812], [1.780, 0.500, -1.184], [0.221, -0.520, 2.848], [1.543, 1.865, 2.916], [1.042, -0.931, -1.869], [2.731, 1.116, -2.466], [-0.216, 1.283, 0.599], [0.475, 1.673, -0.732], [0.521, -1.884, 3.018], [-0.331, -2.398, 3.988], [-1.170, -1.318, 4.434], [-0.806, -0.183, 3.729], [2.539, 1.765, 3.912], [2.772, 3.037, 4.434], [1.913, 3.950, 3.732], [1.188, 3.214, 2.803], [1.354, -2.274, -1.592], [0.351, -3.083, -2.115], [-0.586, -2.222, -2.760], [-0.128, -0.914, -2.610], [2.227, 1.278, -3.768], [3.230, 1.786, -4.581], [4.394, 1.961, -3.769], [4.067, 1.563, -2.479], [-0.722, 2.138, 1.056], [-0.993, 0.522, 0.410], [-0.240, 1.793, -1.550], [1.011, 2.629, -0.635], [1.331, -2.357, 2.482], [-0.355, -3.418, 4.347], [-1.938, -1.365, 5.184], [-1.148, 0.838, 3.780], [2.996, 0.825, 4.162], [3.451, 3.289, 5.228], [1.824, 5.003, 3.902], [0.454, 3.505, 2.069], [2.238, -2.539, -1.026], [0.281, -4.159, -2.043], [-1.510, -2.516, -3.212], [-0.551, 0.018, -2.918], [1.212, 0.995, -3.992], [3.147, 2.006, -5.632], [5.359, 2.333, -4.096], [4.670, 1.539, -1.580], [7.213, -0.925, -0.902], [5.494, -0.860, -0.482], [4.327, -0.809, -0.234]], "mulliken_spin": [0.094, 0.002, -0.002, 0.005, 0.000, 0.004, 0.002, 0.000, 0.000, 0.063, -0.001, -0.002, 0.000, 0.000, 0.000, 0.000, -0.004, 0.000, 0.000, 0.000, 0.000, 0.000, 0.001, 0.007, 0.008, 0.226, 0.297, 0.051, -0.043, -0.007, -0.022, 0.175, -0.048, -0.032, 0.010, 0.007, -0.001, 0.004, -0.013, -0.010, 0.010, 0.003, -0.012, 0.014, 0.005, 0.012, 0.000, 0.001, 0.000, -0.022, -0.051, 0.016, 0.078, -0.001, 0.000, 0.000, 0.001, -0.004, 0.002, 0.002, 0.001, -0.043, 0.003, 0.000, 0.002, 0.003, 0.002, -0.001, 0.009, 0.897, 0.131, 0.171]}


2.
{"formula": "C28H35O2Si", "method": "wB97M-V/def2-TZVPD", "e_homo_ha": -0.405, "charge": 1, "relative_energy_kj_mol": 0.0, "max_force_ev_per_a": 1.44, "gap_ev": 5.44, "species": ["C", "C", "C", "C", "C", "O", "Si", "C", "C", "C", "H", "H", "H", "H", "H", "H", "H", "H", "H", "H", "H", "H", "H", "H", "H", "H", "H", "H", "C", "C", "C", "C", "C", "C", "C", "C", "C", "C", "O", "C", "C", "C", "C", "C", "C", "C", "C", "C", "C", "H", "H", "H", "H", "H", "H", "H", "H", "H", "H", "H", "H", "H", "H", "H", "H", "H"], "coordinates": [[-0.608, -2.821, 1.237], [-1.114, -2.079, 2.469], [-2.632, -2.180, 2.599], [-0.679, -0.624, 2.428], [0.256, -0.128, 3.262], [-1.302, 0.142, 1.491], [-2.206, 1.542, 1.826], [-1.326, 3.011, 1.120], [-3.852, 1.290, 0.996], [-2.419, 1.688, 3.670], [0.484, -2.768, 1.183], [-0.889, -3.880, 1.273], [-1.034, -2.377, 0.329], [-0.644, -2.511, 3.360], [-2.985, -1.667, 3.502], [-3.127, -1.745, 1.718], [-2.944, -3.228, 2.676], [0.589, 0.909, 3.201], [0.672, -0.798, 4.011], [-1.914, 3.915, 1.343], [-0.325, 3.136, 1.556], [-1.225, 2.926, 0.029], [-4.487, 2.164, 1.206], [-3.739, 1.204, -0.093], [-4.373, 0.396, 1.364], [-3.098, 2.530, 3.868], [-2.864, 0.785, 4.112], [-1.465, 1.884, 4.179], [-0.405, -4.589, 8.790], [0.486, -3.648, 8.048], [1.509, -4.164, 7.236], [2.322, -3.317, 6.511], [2.155, -1.892, 6.557], [2.974, -1.113, 5.704], [2.955, 0.282, 5.432], [1.938, 1.198, 5.829], [2.055, 2.563, 5.602], [3.164, 3.041, 4.897], [3.371, 4.406, 4.712], [3.907, 5.166, 5.761], [5.218, 5.631, 5.622], [5.811, 6.289, 6.698], [5.085, 6.512, 7.870], [3.758, 6.086, 7.969], [3.151, 5.414, 6.906], [4.106, 2.159, 4.344], [4.011, 0.816, 4.629], [1.187, -1.393, 7.484], [0.343, -2.259, 8.164], [-1.209, -4.051, 9.298], [-0.855, -5.326, 8.114], [0.151, -5.160, 9.545], [1.646, -5.247, 7.184], [3.115, -3.717, 5.876], [3.778, -1.663, 5.208], [1.028, 0.844, 6.307], [1.297, 3.259, 5.968], [5.752, 5.433, 4.694], [6.844, 6.628, 6.604], [5.555, 7.028, 8.707], [3.179, 6.269, 8.874], [2.118, 5.067, 6.952], [4.919, 2.562, 3.740], [4.753, 0.123, 4.230], [1.116, -0.329, 7.688], [-0.442, -1.864, 8.816]], "lowdin_charge": [-0.060, -0.380, -0.057, -0.396, 0.054, -0.126, 0.421, -0.156, -0.154, -0.155, 0.082, 0.082, 0.090, 0.127, 0.078, 0.080, 0.084, 0.064, 0.045, 0.043, 0.031, 0.044, 0.041, 0.043, 0.032, 0.043, 0.036, 0.018, -0.027, -0.227, -0.011, 0.017, -0.184, 0.106, -0.192, 0.003, 0.033, -0.188, 0.013, -0.245, -0.002, -0.067, -0.078, -0.067, -0.012, 0.043, 0.023, 0.022, -0.001, 0.086, 0.100, 0.104, 0.133, 0.127, 0.136, 0.105, 0.129, 0.123, 0.113, 0.109, 0.111, 0.108, 0.139, 0.130, 0.106, 0.129]}


3.
{"formula": "C28H36AuN6OP2", "method": "wB97M-V/def2-TZVPD", "e_homo_ha": [-0.598, -0.599], "charge": 3, "relative_energy_kj_mol": 0.0, "max_force_ev_per_a": 1.48, "spin_multiplicity": 3, "gap_ev": [7.71, 5.66], "species": ["Au", "C", "C", "N", "N", "C", "O", "C", "C", "C", "C", "C", "C", "C", "C", "C", "C", "C", "N", "H", "H", "H", "H", "H", "H", "H", "H", "H", "H", "H", "H", "C", "P", "C", "C", "C", "C", "C", "C", "C", "H", "H", "H", "H", "H", "H", "H", "H", "H", "H", "H", "C", "N", "C", "N", "C", "N", "C", "P", "C", "C", "H", "H", "H", "H", "H", "H", "H", "H", "H", "H", "H", "H", "H"], "coordinates": [[-0.025, -0.528, -0.753], [0.581, 3.246, -3.405], [0.157, 1.986, -2.717], [0.915, 1.370, -1.874], [2.151, 1.572, -1.588], [2.676, 0.908, -0.478], [2.027, 0.036, 0.159], [4.050, 1.219, -0.126], [4.647, 0.498, 0.914], [5.959, 0.750, 1.255], [6.680, 1.726, 0.569], [6.089, 2.457, -0.457], [4.779, 2.203, -0.813], [-1.170, 1.358, -2.974], [-2.049, 1.926, -3.878], [-3.281, 1.325, -4.111], [-3.604, 0.165, -3.434], [-2.685, -0.354, -2.535], [-1.504, 0.225, -2.306], [1.568, 3.546, -3.069], [-0.120, 4.064, -3.225], [0.614, 3.068, -4.484], [4.076, -0.255, 1.443], [6.429, 0.190, 2.054], [7.714, 1.912, 0.832], [6.659, 3.211, -0.985], [4.320, 2.747, -1.627], [-1.775, 2.828, -4.408], [-3.975, 1.761, -4.818], [-4.549, -0.337, -3.594], [-2.896, -1.260, -1.979], [0.356, -3.107, -3.107], [0.514, -2.747, -1.354], [2.217, -3.103, -0.890], [-0.573, -3.806, -0.427], [-1.625, -4.482, -1.048], [-2.434, -5.325, -0.301], [-2.204, -5.483, 1.060], [-1.167, -4.797, 1.686], [-0.356, -3.951, 0.949], [-0.616, -2.807, -3.495], [0.501, -4.176, -3.267], [1.132, -2.558, -3.640], [2.379, -4.177, -0.973], [2.419, -2.778, 0.129], [2.889, -2.572, -1.564], [-1.801, -4.380, -2.113], [-3.232, -5.875, -0.784], [-2.832, -6.152, 1.635], [-0.982, -4.942, 2.743], [0.458, -3.423, 1.438], [-0.938, 1.767, 4.305], [-0.923, 2.749, 3.110], [-2.386, 3.123, 2.780], [-3.157, 1.952, 2.544], [-3.123, 1.055, 3.704], [-1.750, 0.640, 4.004], [-1.183, -0.251, 2.992], [-1.092, 0.594, 1.337], [-0.235, 2.136, 1.921], [-2.822, 1.268, 1.291], [-1.339, 2.323, 5.149], [0.095, 1.490, 4.505], [-0.424, 3.595, 3.390], [-2.359, 3.771, 1.908], [-2.760, 3.677, 3.638], [-3.735, 0.179, 3.505], [-3.534, 1.573, 4.568], [-1.800, -1.144, 2.899], [-0.184, -0.571, 3.287], [-0.192, 2.871, 1.119], [0.787, 1.883, 2.202], [-3.517, 0.443, 1.133], [-2.929, 1.951, 0.447]], "mulliken_spin": [0.375, 0.015, 0.109, 0.099, 0.498, 0.000, 0.147, 0.017, 0.007, 0.004, 0.027, -0.012, 0.029, 0.040, 0.037, -0.016, 0.040, -0.012, 0.126, 0.004, 0.003, 0.016, -0.001, 0.000, 0.001, 0.000, 0.006, 0.005, 0.000, 0.001, 0.000, 0.003, 0.277, 0.005, 0.027, 0.029, -0.010, 0.040, -0.010, 0.036, 0.002, 0.004, -0.001, 0.005, 0.000, 0.000, 0.001, 0.000, 0.001, 0.000, 0.001, 0.000, 0.000, 0.000, 0.000, 0.000, 0.004, 0.002, 0.020, -0.001, 0.002, 0.000, 0.000, 0.000, 0.000, 0.000, 0.000, 0.000, 0.001, -0.002, 0.000, 0.000, 0.000, -0.001]}